160
Properties=species:S:1:pos:R:3:forces:R:3 method="wB97M-V/def2-TZVPD" energy_ev=-89575.948 gap_ev=8.6 fmax_ev_per_a=2.25 charge=0
C 4.561 -0.421 4.148 1.22 -0.32 0.48
C 3.926 0.879 3.773 -1.53 0.43 -0.15
O 3.688 1.737 4.596 0.26 0.11 0.36
C 3.468 1.090 2.333 1.28 -0.40 0.15
H 3.865 -1.259 4.184 -0.19 0.09 -0.43
H 5.029 -0.389 5.134 -0.38 0.40 0.12
H 5.415 -0.639 3.499 -0.38 -0.20 -0.39
H 2.546 0.570 2.077 0.08 -0.27 0.11
H 4.305 0.675 1.761 -0.40 0.00 -0.56
H 3.377 2.141 2.076 0.02 0.07 0.22
C 1.554 4.303 3.683 -0.08 -0.53 -0.05
C 0.956 4.322 5.070 -0.26 0.70 -0.70
O 0.568 5.381 5.514 -0.10 -0.08 0.36
C 0.857 3.050 5.850 0.49 -0.07 0.44
H 1.266 3.406 3.126 0.16 -0.12 0.13
H 2.640 4.286 3.799 0.02 -0.05 -0.18
H 1.231 5.166 3.107 0.09 0.20 0.21
H 1.812 2.518 5.827 -0.04 0.00 -0.12
H 0.106 2.378 5.433 -0.09 0.09 -0.05
H 0.625 3.313 6.880 -0.19 -0.15 -0.02
C 6.404 0.353 -4.519 -0.34 0.60 0.00
C 6.201 0.530 -3.022 1.75 0.42 0.33
O 7.147 0.321 -2.265 -0.75 -0.27 -0.05
N 5.026 1.041 -2.608 0.03 0.72 -0.15
C 4.636 1.327 -1.233 -1.67 -1.50 0.00
H 5.697 0.976 -5.075 -0.19 -0.47 -0.15
H 6.377 -0.697 -4.803 -0.26 0.01 -0.03
H 7.385 0.736 -4.794 0.13 -0.09 0.30
H 4.390 1.376 -3.311 -0.01 -0.17 -0.04
H 3.927 2.149 -1.171 0.52 0.46 -0.21
H 5.385 1.382 -0.455 0.57 0.26 -0.54
H 3.982 0.479 -0.988 0.21 0.03 0.55
C -5.369 2.944 3.708 -0.28 0.67 -0.71
C -5.320 2.066 2.465 -0.61 -0.33 0.50
O -6.006 1.054 2.413 0.19 -0.24 -0.15
N -4.539 2.485 1.444 -0.67 0.20 0.52
C -4.222 1.617 0.324 1.32 0.70 0.42
H -4.785 3.850 3.533 0.20 -0.07 0.43
H -5.116 2.432 4.632 0.37 -0.17 -0.18
H -6.402 3.269 3.842 -0.04 -0.08 -0.12
H -3.942 3.269 1.661 0.15 0.00 -0.38
H -4.719 1.792 -0.631 -0.63 0.04 0.34
H -4.306 0.594 0.683 -0.03 -0.10 -0.35
H -3.182 1.892 0.131 0.01 -0.64 -0.35
C -0.709 -1.586 -4.799 -0.27 0.16 0.74
C 0.266 -1.355 -5.935 -0.88 0.59 -0.55
O 0.037 -0.481 -6.767 0.23 0.00 0.25
N 1.338 -2.148 -5.944 0.18 -0.57 0.15
C 2.488 -2.004 -6.803 0.37 0.47 -0.22
H -0.686 -0.728 -4.118 0.33 0.06 -0.07
H -0.499 -2.460 -4.177 0.03 -0.11 -0.18
H -1.752 -1.597 -5.116 0.13 -0.24 -0.41
H 1.325 -2.964 -5.340 0.24 0.17 -0.06
H 3.334 -1.652 -6.208 0.17 -0.31 -0.02
H 2.364 -1.249 -7.578 -0.56 0.04 0.13
H 2.735 -2.930 -7.319 0.02 -0.16 0.25
C 3.703 -2.592 0.846 0.34 -0.27 -0.22
C 3.794 -2.850 -0.640 0.19 0.79 -1.20
O 4.513 -3.694 -1.162 -0.23 -0.40 0.65
N 3.074 -2.001 -1.418 0.25 -0.28 0.22
C 2.943 -2.121 -2.861 -1.01 0.97 0.50
H 3.842 -3.549 1.344 -0.11 0.10 0.19
H 2.776 -2.101 1.136 -0.05 -0.07 0.03
H 4.539 -1.944 1.115 0.01 -0.01 0.06
H 2.540 -1.227 -1.034 -0.06 -0.37 0.27
H 1.883 -1.867 -2.979 0.04 -0.26 -0.70
H 3.147 -3.101 -3.275 0.20 -0.05 0.22
H 3.484 -1.324 -3.377 0.33 -0.26 -0.07
C 4.945 6.148 0.751 0.34 -0.46 0.08
C 3.998 4.973 0.584 0.57 -0.74 0.39
O 4.360 3.812 0.735 0.00 0.44 0.08
N 2.724 5.286 0.278 -0.54 1.03 -0.15
C 1.657 4.323 0.183 0.31 -0.83 -0.10
H 5.969 5.784 0.696 -0.09 -0.10 -0.43
H 4.910 6.559 1.761 -0.55 0.19 -0.10
H 4.758 6.896 -0.018 0.09 0.23 0.19
H 2.531 6.264 0.137 -0.15 -0.08 0.02
H 2.108 3.390 0.523 -0.24 -0.10 0.02
H 1.314 4.145 -0.838 0.08 0.20 -0.09
H 0.787 4.544 0.800 0.14 0.29 0.09
C -0.457 1.362 0.478 -0.57 1.04 -0.59
C 0.048 0.071 -0.099 0.30 -0.19 0.91
O 1.138 -0.014 -0.666 -0.17 0.31 -0.12
N -0.731 -0.998 0.101 -0.28 -0.53 -0.34
C -0.354 -2.289 -0.449 0.35 0.61 -0.46
H -1.415 1.337 0.996 0.13 -0.58 0.16
H -0.658 1.993 -0.396 0.18 0.02 0.01
H 0.245 1.909 1.106 0.34 -0.37 -0.06
H -1.553 -0.949 0.691 0.20 0.17 0.04
H -0.159 -2.187 -1.521 -0.11 0.03 -0.05
H -1.168 -2.996 -0.332 0.05 -0.13 0.30
H 0.597 -2.618 -0.030 -0.16 -0.31 0.24
C -3.057 1.885 -4.476 -0.50 0.59 0.38
C -2.932 0.976 -3.259 0.36 0.24 -0.99
O -2.099 1.247 -2.414 -0.05 -0.28 0.61
N -3.739 -0.108 -3.231 -0.73 -0.27 -0.18
C -3.756 -1.092 -2.166 0.91 0.56 0.83
H -3.858 1.688 -5.189 0.09 -0.44 0.04
H -2.107 1.989 -4.994 0.07 -0.27 0.04
H -3.289 2.871 -4.064 0.12 0.03 -0.02
H -4.373 -0.222 -4.000 0.03 0.01 -0.06
H -4.680 -1.650 -2.042 -0.16 0.14 -0.52
H -3.594 -0.551 -1.231 0.02 -0.07 0.03
H -2.918 -1.782 -2.262 -0.08 -0.15 -0.07
C 0.303 -0.141 3.878 0.07 0.94 0.80
C 0.368 -1.132 5.015 0.51 0.01 -0.57
O 1.256 -1.970 5.003 -0.16 -0.25 0.23
N -0.559 -1.059 5.996 0.02 0.04 0.21
C -0.552 -2.010 7.089 -0.09 -0.23 -0.11
H -0.429 0.663 4.000 -0.48 -0.45 -0.15
H 0.173 -0.681 2.947 0.03 0.16 -0.12
H 1.237 0.423 3.930 0.22 -0.37 -0.35
H -1.150 -0.250 6.037 -0.08 0.00 -0.02
H -0.263 -2.975 6.676 -0.03 -0.02 0.08
H -1.557 -2.085 7.503 0.02 0.02 0.04
H 0.154 -1.777 7.888 0.02 0.20 -0.06
C -3.710 -0.669 4.361 0.82 -0.31 0.54
C -3.432 -1.222 2.969 -1.28 -0.26 0.88
O -2.411 -0.975 2.352 -0.01 0.35 -0.26
N -4.413 -2.055 2.544 1.22 0.22 -0.41
C -4.396 -2.687 1.227 -0.69 -0.18 0.80
H -4.732 -0.654 4.734 -0.22 0.11 -0.63
H -3.256 0.313 4.480 -0.06 0.03 -0.15
H -3.190 -1.340 5.056 0.20 0.10 -0.06
H -5.040 -2.364 3.264 -0.43 0.01 -0.27
H -3.514 -2.426 0.653 0.03 0.29 0.13
H -5.309 -2.367 0.725 0.15 -0.14 -0.39
H -4.401 -3.769 1.342 -0.07 -0.03 -0.07
C -0.346 -5.985 -5.265 -0.18 0.23 0.05
C 0.755 -5.454 -4.354 0.08 -0.16 -0.61
O 1.657 -4.748 -4.783 0.11 -0.21 0.23
N 0.591 -5.777 -3.057 -0.15 -0.23 0.53
C 1.505 -5.515 -1.951 0.78 0.49 -0.88
H -0.719 -5.111 -5.803 -0.42 -0.06 0.23
H -1.098 -6.505 -4.671 -0.35 0.32 -0.17
H -0.086 -6.677 -6.066 0.79 0.00 0.28
H -0.266 -6.253 -2.836 0.10 -0.21 0.03
H 2.404 -5.033 -2.339 -0.12 0.05 -0.16
H 1.873 -6.445 -1.525 -0.37 -0.04 0.34
H 1.092 -4.810 -1.232 -0.19 -0.28 0.23
N -3.415 6.333 1.296 -0.16 -0.13 0.37
C -2.773 5.729 2.344 0.53 -0.10 -0.39
C -1.937 4.778 1.796 -0.30 -0.46 0.34
C -2.156 4.749 0.396 0.00 0.16 0.09
C -3.070 5.734 0.123 0.08 0.13 -0.41
H -4.001 7.142 1.389 -0.15 -0.04 -0.07
H -2.950 6.019 3.365 0.12 0.11 0.00
H -1.278 4.095 2.311 -0.07 0.13 0.23
H -1.692 4.059 -0.290 -0.05 0.15 -0.17
H -3.481 6.080 -0.811 0.00 -0.05 0.01
N -4.672 -4.387 -3.029 0.05 0.21 -0.43
C -3.344 -4.268 -3.380 -0.63 -0.41 0.34
C -2.606 -4.493 -2.235 0.03 -0.12 -1.58
C -3.521 -4.734 -1.198 0.76 -0.14 0.70
C -4.786 -4.659 -1.705 0.13 -0.28 0.64
H -5.447 -4.340 -3.664 0.03 0.09 -0.07
H -3.096 -4.099 -4.415 0.24 0.06 0.07
H -1.535 -4.613 -2.268 0.02 0.36 0.39
H -3.194 -4.957 -0.194 -0.38 -0.07 0.06
H -5.705 -4.867 -1.185 -0.19 0.19 -0.30